{
  "formula": "C3H7NO2S",
  "method": "ωB97M-V with the def2-TZVPD basis set",
  "e_homo_ev": -9.292,
  "fmax_ev_per_a": 1.0,
  "elements": ["S", "O", "O", "N", "C", "C", "C", "H", "H", "H", "H", "H", "H", "H"],
  "coordinates": [[0.12507, 1.66993, 2.62408], [0.70029, -1.09074, -2.89022], [-0.44879, -2.30702, -1.38608], [-0.09341, -0.07094, -1.03936], [-0.56477, 1.09348, 1.03394], [0.00447, -1.25070, -1.73922], [0.15394, -0.06102, 0.38542], [1.22556, -0.07526, 0.59134], [0.53313, -1.87382, -3.44238], [-0.61574, 1.94321, 0.34617], [-1.60285, 0.86602, 1.26188], [1.23897, 0.92654, 2.59383], [-0.16695, 0.80280, -1.52958], [-0.26309, -0.98642, 0.79195]],
  "lowdin_charge": [0.70, 0.10, 0.10, 0.05, -0.56, -0.61, -0.27, 0.11, 0.13, 0.06, 0.07, -0.16, 0.14, 0.13]
}

***

{
  "formula": "C3H7NO2S",
  "method": "ωB97M-V with the def2-TZVPD basis set",
  "e_homo_ev": -8.958,
  "fmax_ev_per_a": 3.0,
  "elements": ["S", "O", "O", "N", "C", "C", "C", "H", "H", "H", "H", "H", "H", "H"],
  "coordinates": [[-0.14133, 1.82428, 0.31073], [-2.99327, -1.02472, 0.72318], [-2.73536, 0.44714, -0.89465], [-2.24445, -0.24657, 0.26839], [0.55812, -0.45632, -1.01752], [1.69118, 0.09420, 1.18576], [0.69087, 0.43941, 0.20710], [1.42933, -1.07162, -1.38866], [-1.94494, 1.07097, -1.20744], [1.57000, -0.86631, 1.59411], [1.76606, 0.70557, 2.09542], [0.03919, 0.16918, -1.86082], [-0.38568, -1.05398, -0.75805], [2.70026, -0.03123, 0.74245]],
  "lowdin_charge": [0.77, 0.06, -0.10, -0.15, -0.13, -0.16, -0.87, 0.10, 0.07, 0.07, 0.08, 0.09, 0.08, 0.11]
}

***

Taking the records one at a time from the top gives energy above the lowest of the compared OMol25 structures with the same formula, charge and spin values of 42.41 457.63 kJ/mol.
Taking the records one at a time from the top gives DFT total energy values of -19645.1647 -19640.8613 eV.